Entry 1:
C33H34N4O3RuS2Si2 | ωB97M-V with the def2-TZVPD basis set

Calculated values
* gap between HOMO and LUMO (alpha / beta): 8.0 / 7.4 eV
* multiplicity: 5
* charge: 0
* lowest unoccupied orbital energy (alpha / beta): 0.0140 / -0.0106 Ha

CARTESIAN COORDINATES (ANGSTROEM)
Ru  -1.298  0.239  -0.148
C  3.764  0.070  -0.709
Si  3.352  -1.552  -1.531
C  3.256  -3.019  -0.270
C  4.442  -2.036  -2.953
C  1.502  -1.724  -1.923
C  0.678  -0.781  -2.802
C  0.914  -0.721  -4.151
C  0.333  0.251  -4.939
C  -0.614  1.117  -4.390
C  -0.914  0.952  -3.056
N  -0.260  0.017  -2.239
Si  -0.718  -3.637  -1.621
C  -0.560  -4.386  -3.384
C  -1.064  -4.853  -0.312
C  -2.143  -2.461  -1.542
H  3.075  0.165  0.155
H  3.463  0.911  -1.356
H  4.820  0.163  -0.410
H  4.005  -3.785  -0.397
H  1.523  -4.153  0.113
H  3.257  -2.416  0.660
H  5.521  -1.853  -2.710
H  4.180  -1.438  -3.835
H  4.285  -3.087  -3.114
H  1.631  -1.488  -4.561
H  0.494  0.233  -6.015
H  -1.119  1.845  -5.006
H  -1.688  1.588  -2.583
H  0.016  -5.317  -3.491
H  -0.131  -3.680  -4.056
H  -1.589  -4.528  -3.732
H  -0.277  -5.623  -0.193
H  -1.997  -5.338  -0.603
H  -1.328  -4.331  0.641
H  -2.139  -1.520  -2.069
H  -2.509  -2.222  -0.571
H  -2.991  -2.978  -2.054
S  -2.080  4.571  1.558
C  -0.490  4.332  2.005
C  0.311  5.023  2.915
C  1.679  4.742  2.986
C  2.230  3.660  2.238
C  1.373  2.847  1.481
C  0.035  3.254  1.295
N  -0.905  2.605  0.486
C  -2.019  3.155  0.525
C  -3.194  2.666  -0.258
C  -4.205  3.550  -0.567
C  -5.241  3.068  -1.405
C  -5.236  1.746  -1.809
C  -4.195  0.910  -1.467
C  -3.050  1.365  -0.725
H  0.013  5.864  3.545
H  2.362  5.290  3.604
H  3.302  3.349  2.149
H  1.751  2.008  0.945
H  -4.118  4.584  -0.265
H  -6.049  3.687  -1.758
H  -5.948  1.404  -2.518
H  -4.330  -0.136  -1.690
O  -2.114  1.469  2.646
C  -1.160  0.752  2.802
N  -0.758  -0.185  1.899
S  0.473  -1.087  2.492
O  0.079  -2.449  2.544
O  1.778  -0.825  1.886
C  0.498  -0.272  4.059
C  1.234  -0.582  5.208
C  1.127  0.257  6.296
C  0.342  1.390  6.285
C  -0.386  1.641  5.128
C  -0.315  0.815  4.032
H  1.928  -1.407  5.313
H  1.718  0.049  7.166
H  0.441  2.192  7.100
H  -1.029  2.481  4.966
N  1.945  -3.560  -0.580
C  1.027  -2.845  -1.349

From a Mulliken analysis of the wavefunction, the atomic charges in e read: number 1, Ru, carries 0.262; number 2, C, carries -0.695; number 3, Si, carries 0.087; number 4, C, carries -0.582; number 5, C, carries -1.155; number 6, C, carries 0.934; number 7, C, carries -0.802; number 8, C, carries 0.010; number 9, C, carries -0.661; number 10, C, carries -0.961; number 11, C, carries -0.369; number 12, N, carries 0.812; number 13, Si, carries 0.118; number 14, C, carries -1.161; number 15, C, carries -1.155; number 16, C, carries -1.103; number 17, H, carries -0.101; number 18, H, carries 0.325; number 19, H, carries 0.427; number 20, H, carries 0.536; number 21, H, carries 0.281; number 22, H, carries 0.083; number 23, H, carries 0.313; number 24, H, carries 0.328; number 25, H, carries 0.298; number 26, H, carries 0.414; number 27, H, carries 0.403; number 28, H, carries 0.483; number 29, H, carries 0.238; number 30, H, carries 0.326; number 31, H, carries 0.315; number 32, H, carries 0.349; number 33, H, carries 0.335; number 34, H, carries 0.370; number 35, H, carries 0.253; number 36, H, carries 0.409; number 37, H, carries 0.446; number 38, H, carries 0.425; number 39, S, carries -0.450; number 40, C, carries 1.247; number 41, C, carries -0.546; number 42, C, carries -0.497; number 43, C, carries -0.564; number 44, C, carries -0.314; number 45, C, carries -1.125; number 46, N, carries -0.001; number 47, C, carries 0.905; number 48, C, carries 0.818; number 49, C, carries -0.788; number 50, C, carries -0.720; number 51, C, carries -0.740; number 52, C, carries 0.241; number 53, C, carries -0.309; number 54, H, carries 0.415; number 55, H, carries 0.432; number 56, H, carries 0.343; number 57, H, carries 0.449; number 58, H, carries 0.404; number 59, H, carries 0.368; number 60, H, carries 0.447; number 61, H, carries 0.352; number 62, O, carries -0.597; number 63, C, carries 0.131; number 64, N, carries -0.194; number 65, S, carries 1.045; number 66, O, carries -0.714; number 67, O, carries -0.562; number 68, C, carries 0.334; number 69, C, carries -0.893; number 70, C, carries -0.316; number 71, C, carries -0.841; number 72, C, carries -0.150; number 73, C, carries 0.232; number 74, H, carries 0.445; number 75, H, carries 0.403; number 76, H, carries 0.277; number 77, H, carries 0.574; number 78, N, carries -0.041; number 79, C, carries -0.335

***

Entry 2:
C3H4NP | ωB97M-V with the def2-TZVPD basis set

Calculated values
* gap between HOMO and LUMO (alpha / beta): 8.6 / 9.2 eV
* charge: 0
* lowest unoccupied orbital energy (alpha / beta): -0.0251 / -0.0089 Ha

CARTESIAN COORDINATES (ANGSTROEM)
C  1.006  0.042  -0.336
C  0.160  -1.056  -0.252
C  -0.773  1.216  0.283
N  0.472  1.266  -0.141
P  -1.498  -0.409  -0.104
H  3.341  0.120  -0.336
H  0.408  -2.132  -0.497
H  -1.385  2.145  0.371
H  -1.730  -1.194  1.012

From a Mulliken analysis of the wavefunction, the atomic charges in e read: number 1, C, carries -0.113; number 2, C, carries -0.215; number 3, C, carries -0.088; number 4, N, carries -0.384; number 5, P, carries -0.041; number 6, H, carries 0.116; number 7, H, carries 0.339; number 8, H, carries 0.327; number 9, H, carries 0.058

***

Entry 3:
C16H33Br4FN2O2S3 | ωB97M-V with the def2-TZVPD basis set

Calculated values
* gap between HOMO and LUMO: 8.3 eV
* structure (SMILES): CCCCN(CCCCNS(=O)(=O)F)C(=S)SCCC.BrCCBr.BrCCBr
* charge: 0
* lowest unoccupied orbital energy: -0.0067 Ha

CARTESIAN COORDINATES (ANGSTROEM)
C  1.810  2.075  -1.684
C  2.462  0.968  -2.543
C  1.641  -0.329  -2.693
C  1.009  -0.908  -1.418
N  1.700  -2.114  -0.902
C  0.823  -2.866  0.038
C  0.711  -2.290  1.479
C  -0.725  -2.502  2.052
C  -1.571  -1.227  2.027
N  -1.466  -0.517  0.723
S  -2.772  0.378  0.319
O  -2.310  1.575  -0.272
O  -3.673  0.608  1.388
F  -3.475  -0.475  -0.757
C  2.919  -1.849  -0.264
S  3.987  -3.079  -0.071
S  3.331  -0.243  0.384
C  4.123  -0.536  2.001
C  3.231  0.028  3.105
C  3.002  1.548  3.014
H  1.723  3.004  -2.244
H  0.820  1.807  -1.313
H  2.412  2.277  -0.800
H  2.600  1.388  -3.541
H  3.465  0.736  -2.193
H  0.906  -0.209  -3.487
H  2.327  -1.099  -3.055
H  0.876  -0.182  -0.613
H  0.007  -1.238  -1.688
H  1.216  -3.876  0.124
H  -0.185  -2.902  -0.368
H  1.381  -2.860  2.118
H  0.908  -1.222  1.530
H  -1.233  -3.346  1.585
H  -0.587  -2.740  3.108
H  -2.599  -1.479  2.268
H  -1.173  -0.565  2.796
H  -0.702  0.147  0.796
H  4.304  -1.603  2.115
H  5.085  -0.027  2.013
H  2.290  -0.517  3.151
H  3.725  -0.166  4.061
H  3.744  2.074  3.612
H  2.025  1.770  3.443
H  3.014  1.936  1.997
Br  -0.595  4.707  -0.031
C  -2.011  4.606  1.298
C  -3.074  5.642  1.057
Br  -2.494  7.413  1.624
H  -1.539  4.703  2.270
H  -2.426  3.604  1.194
H  -3.958  5.426  1.653
H  -3.354  5.723  0.012
Br  -1.853  -1.900  -3.661
C  -3.705  -2.264  -3.184
C  -4.363  -3.176  -4.184
Br  -4.830  -2.229  -5.818
H  -4.201  -1.304  -3.096
H  -3.661  -2.739  -2.207
H  -5.306  -3.553  -3.792
H  -3.733  -4.011  -4.473

From a Mulliken analysis of the wavefunction, the atomic charges in e read: number 1, C, carries -0.679; number 2, C, carries -0.689; number 3, C, carries -0.975; number 4, C, carries 0.727; number 5, N, carries -0.031; number 6, C, carries -1.491; number 7, C, carries 0.475; number 8, C, carries -1.130; number 9, C, carries -0.693; number 10, N, carries -0.012; number 11, S, carries 1.019; number 12, O, carries -0.573; number 13, O, carries -0.652; number 14, F, carries -0.119; number 15, C, carries -0.090; number 16, S, carries -0.206; number 17, S, carries 0.030; number 18, C, carries -0.768; number 19, C, carries -0.222; number 20, C, carries -1.071; number 21, H, carries 0.407; number 22, H, carries 0.085; number 23, H, carries 0.149; number 24, H, carries 0.501; number 25, H, carries 0.348; number 26, H, carries 0.347; number 27, H, carries 0.344; number 28, H, carries 0.027; number 29, H, carries -0.420; number 30, H, carries 0.431; number 31, H, carries 0.696; number 32, H, carries 0.686; number 33, H, carries -0.380; number 34, H, carries 0.416; number 35, H, carries 0.332; number 36, H, carries 0.543; number 37, H, carries 0.323; number 38, H, carries 0.118; number 39, H, carries 0.415; number 40, H, carries 0.408; number 41, H, carries 0.009; number 42, H, carries 0.452; number 43, H, carries 0.349; number 44, H, carries 0.304; number 45, H, carries 0.221; number 46, Br, carries -0.113; number 47, C, carries -0.208; number 48, C, carries -0.638; number 49, Br, carries -0.163; number 50, H, carries 0.414; number 51, H, carries -0.064; number 52, H, carries 0.380; number 53, H, carries 0.384; number 54, Br, carries -0.068; number 55, C, carries -0.572; number 56, C, carries -0.629; number 57, Br, carries -0.144; number 58, H, carries 0.382; number 59, H, carries 0.312; number 60, H, carries 0.394; number 61, H, carries 0.375

***

Table of ΔE to the lowest compared entry with this formula, charge and spin (eV), in record order: 0.372, 5.264, 0.503